(1)
DFT (the ωB97M-V functional and the def2-TZVPD basis) results for a cluster of 12 separate species, C28H72O16S10 in total.

Summary:
Net charge   0
ΔE to the lowest compared entry with this formula, charge and spin   0.0000 eV
LUMO level   0.07 eV
Molar mass   985.5 g/mol
Electronic energy   -171308.6172 eV
Kohn-Sham gap   8.172 eV

The geometry in XYZ format:
```
126
C28H72O16S10, DFT the ωB97M-V functional and the def2-TZVPD basis
C -2.44 -6.61 -0.68
C -2.63 -5.23 -1.25
C -3.92 -4.53 -0.83
O -3.51 -3.16 -0.69
C -2.16 -3.13 -0.53
O -1.53 -2.15 -0.25
O -1.68 -4.37 -0.62
H -3.32 -7.23 -0.89
H -2.38 -6.56 0.40
H -1.60 -7.12 -1.15
H -2.61 -5.14 -2.34
H -4.40 -4.92 0.07
H -4.68 -4.54 -1.62
C -5.16 -1.57 -4.22
C -3.85 -1.35 -4.95
C -3.76 -0.04 -5.74
O -2.56 0.56 -5.29
C -2.01 -0.16 -4.29
O -1.02 0.13 -3.70
O -2.82 -1.19 -3.96
H -5.15 -2.40 -3.51
H -5.95 -1.84 -4.93
H -5.37 -0.67 -3.65
H -3.60 -2.23 -5.56
H -4.60 0.63 -5.55
H -3.73 -0.29 -6.80
C -1.92 4.38 -4.41
S -0.54 3.49 -3.65
O 0.73 3.96 -4.26
C -0.73 4.15 -1.93
H -1.94 4.09 -5.46
H -1.67 5.44 -4.37
H -2.89 4.14 -3.97
H -0.01 3.65 -1.29
H -1.76 4.04 -1.60
H -0.57 5.23 -1.86
C 1.04 -0.39 1.65
S 1.19 1.04 0.54
O 2.50 0.84 -0.17
C -0.03 0.51 -0.65
H 0.00 -0.54 1.95
H 1.69 -0.29 2.52
H 1.34 -1.30 1.12
H 0.14 -0.46 -1.12
H -0.03 1.15 -1.53
H -1.03 0.53 -0.21
C 5.06 4.12 1.82
S 4.31 5.41 0.78
O 5.27 5.61 -0.37
C 3.06 4.30 0.11
H 5.83 4.56 2.45
H 5.44 3.30 1.20
H 4.29 3.74 2.50
H 2.58 4.68 -0.80
H 2.33 3.93 0.83
H 3.59 3.43 -0.30
C -0.67 -1.30 5.51
S -0.78 -3.06 5.08
O -1.43 -3.18 3.73
C 0.99 -3.34 4.83
H 0.02 -1.13 6.33
H -1.65 -0.89 5.74
H -0.28 -0.78 4.62
H 1.03 -4.35 4.43
H 1.56 -3.20 5.74
H 1.42 -2.71 4.05
C 4.59 -0.53 2.02
S 4.78 -1.22 3.69
O 3.47 -1.27 4.41
C 5.29 -2.88 3.16
H 4.03 -1.24 1.40
H 5.57 -0.35 1.59
H 4.02 0.39 2.10
H 6.32 -2.81 2.81
H 4.62 -3.36 2.45
H 5.33 -3.55 4.02
C -4.33 0.67 4.42
S -4.50 -0.75 3.30
O -5.69 -0.43 2.43
C -2.94 -0.50 2.43
H -3.46 0.65 5.07
H -5.26 0.89 4.95
H -4.23 1.51 3.73
H -2.81 -1.24 1.65
H -2.13 -0.46 3.15
H -2.86 0.49 1.96
C 4.33 1.47 -5.37
S 3.05 0.30 -4.82
O 3.70 -0.97 -4.32
C 2.49 1.22 -3.36
H 5.03 0.91 -5.99
H 4.86 1.88 -4.51
H 3.86 2.27 -5.93
H 2.08 0.49 -2.67
H 1.75 1.98 -3.60
H 3.39 1.59 -2.88
C 1.07 -2.75 -3.07
S 1.58 -3.58 -1.50
O 1.98 -4.99 -1.81
C 3.09 -2.62 -1.18
H 0.60 -3.52 -3.69
H 1.92 -2.34 -3.62
H 0.34 -1.97 -2.90
H 2.85 -1.55 -1.23
H 3.91 -2.79 -1.88
H 3.35 -2.83 -0.14
C 3.27 4.26 5.83
S 1.95 3.50 4.89
O 2.02 4.14 3.53
C 2.65 1.81 4.83
H 3.38 3.75 6.78
H 3.04 5.31 6.01
H 4.23 4.16 5.32
H 2.95 1.63 5.86
H 3.49 1.73 4.15
H 1.83 1.14 4.57
C -4.36 0.16 -0.78
S -3.50 1.77 -0.90
O -3.63 2.26 -2.30
C -4.76 2.61 0.13
H -4.41 -0.15 0.26
H -3.76 -0.59 -1.31
H -5.32 0.18 -1.29
H -4.55 3.68 0.23
H -4.83 2.22 1.15
H -5.76 2.53 -0.30
```


(2)
DFT (the ωB97M-V functional and the def2-TZVPD basis) results for a structure of composition C26H30HfN5O4S3Se.

Summary:
Net charge   +1
ΔE to the lowest compared entry with this formula, charge and spin   2.0261 eV
LUMO level   -2.57 eV
Molar mass   830.2 g/mol
Electronic energy   -142242.6610 eV
Kohn-Sham gap   7.494 eV

The geometry in XYZ format:
```
70
C26H30HfN5O4S3Se, DFT the ωB97M-V functional and the def2-TZVPD basis
Hf -0.42 -0.46 0.20
C 3.38 1.33 -4.65
C 2.93 1.02 -3.26
C 3.48 -0.04 -2.54
C 3.05 -0.37 -1.27
C 2.03 0.37 -0.65
N 1.48 0.09 0.59
C 2.24 -0.34 1.65
C 3.63 -0.12 1.72
C 4.37 -0.52 2.81
C 3.76 -1.14 3.90
C 4.57 -1.57 5.09
C 2.39 -1.32 3.87
C 1.62 -0.93 2.77
N 0.23 -1.13 2.85
C -0.39 -2.06 3.59
C -1.74 -1.79 3.58
C -1.88 -0.67 2.78
N -0.68 -0.26 2.33
C 1.47 1.44 -1.38
C 1.92 1.76 -2.66
N 0.53 2.26 -0.72
C 0.57 3.61 -0.65
C -0.36 4.01 0.28
C -0.93 2.84 0.76
N -0.40 1.77 0.14
H 4.22 0.70 -4.92
H 2.57 1.14 -5.35
H 3.67 2.37 -4.75
H 4.26 -0.64 -3.00
H 3.47 -1.22 -0.75
H 4.10 0.39 0.90
H 5.43 -0.35 2.81
H 5.59 -1.79 4.79
H 4.60 -0.77 5.83
H 4.15 -2.45 5.55
H 1.90 -1.74 4.73
H 0.15 -2.87 4.04
H -2.51 -2.35 4.09
H -2.76 -0.10 2.54
H 1.46 2.59 -3.19
H 1.26 4.18 -1.24
H -0.59 5.02 0.58
H -1.67 2.72 1.52
C -2.94 -2.13 -1.89
C -2.73 -1.03 -2.91
S -1.55 0.28 -2.37
C -2.54 1.82 -2.60
C -3.82 1.93 -1.81
S -3.57 1.59 -0.02
C -5.02 0.53 0.29
C -4.93 -0.81 -0.41
S -3.24 -1.56 -0.18
H -2.06 -2.77 -1.81
H -3.79 -2.76 -2.18
H -3.66 -0.53 -3.17
H -2.30 -1.47 -3.82
H -2.74 1.94 -3.67
H -1.84 2.60 -2.29
H -4.58 1.25 -2.17
H -4.20 2.95 -1.89
H -5.91 1.08 -0.01
H -5.04 0.40 1.37
H -5.14 -0.72 -1.47
H -5.65 -1.51 0.02
O -0.09 -4.17 -1.26
Se 0.28 -2.87 -0.50
O -0.88 -2.35 0.60
O 0.14 -1.48 -1.43
O 1.64 -2.80 0.26
```


(3)
DFT (the ωB97M-V functional and the def2-TZVPD basis) results for a structure of composition C40H34Cl6O4PTeTl.

Summary:
Net charge   -2
ΔE to the lowest compared entry with this formula, charge and spin   0.0000 eV
LUMO level   3.53 eV
Molar mass   1154.4 g/mol
Electronic energy   -146634.8971 eV
Kohn-Sham gap   5.771 eV

The geometry in XYZ format:
```
87
C40H34Cl6O4PTeTl, DFT the ωB97M-V functional and the def2-TZVPD basis
Tl -1.06 0.13 0.19
Cl -1.76 3.06 3.72
C -0.58 3.46 2.42
Cl 0.71 2.26 2.37
H -0.15 4.42 2.66
H -1.09 3.45 1.46
C 1.92 -3.61 6.02
C 1.87 -2.23 5.90
C 1.58 -1.65 4.68
C 1.35 -2.43 3.55
C 1.41 -3.81 3.67
C 1.68 -4.40 4.90
P 0.94 -1.53 1.99
C 0.20 -2.90 1.02
C 0.85 -3.58 -0.01
C 0.18 -4.56 -0.73
C -1.14 -4.88 -0.42
C -1.79 -4.21 0.60
C -1.13 -3.22 1.31
C 2.58 -1.33 1.22
C 3.75 -1.78 1.76
C 4.98 -1.57 1.09
C 4.99 -0.93 -0.11
C 3.79 -0.47 -0.71
C 3.79 0.15 -1.98
C 2.61 0.56 -2.53
C 1.40 0.40 -1.83
C 1.31 -0.17 -0.58
C 2.55 -0.63 -0.03
H 2.13 -4.07 6.98
H 2.05 -1.61 6.77
H 1.52 -0.57 4.59
H 1.22 -4.43 2.81
H 1.72 -5.48 4.99
H 1.86 -3.32 -0.27
H 0.68 -5.05 -1.55
H -1.67 -5.62 -1.02
H -2.83 -4.42 0.81
H -1.64 -2.66 2.08
H 3.75 -2.32 2.71
H 5.90 -1.92 1.54
H 5.93 -0.78 -0.64
H 4.74 0.28 -2.50
H 2.61 1.02 -3.51
H 0.49 0.74 -2.33
Cl -4.68 -5.91 -4.16
C -3.74 -4.59 -3.48
C -4.26 -3.83 -2.44
C -3.52 -2.80 -1.92
Cl -4.19 -1.88 -0.59
C -2.20 -2.43 -2.36
O -1.50 -1.53 -1.85
C -1.76 -3.26 -3.45
Cl -0.17 -2.93 -4.08
C -2.49 -4.30 -3.99
H -5.24 -4.05 -2.04
H -2.07 -4.88 -4.80
C -3.62 -0.29 3.18
Te -2.06 -0.53 4.62
C -2.51 -2.59 5.01
H -3.49 -1.02 2.38
H -3.51 0.70 2.76
H -4.59 -0.40 3.66
H -3.38 -2.68 5.66
H -1.64 -3.03 5.49
H -2.69 -3.10 4.07
C 2.12 7.34 -3.59
C 0.64 7.12 -3.70
C -0.20 8.07 -4.25
C -1.57 7.84 -4.32
Cl -2.61 9.06 -5.04
C -2.11 6.67 -3.84
C -1.28 5.70 -3.28
C 0.09 5.92 -3.21
O 0.98 5.04 -2.73
C 0.48 3.82 -2.17
C -0.31 3.99 -0.86
O -0.27 5.08 -0.27
O -0.94 2.95 -0.53
H 2.40 8.31 -4.01
H 2.67 6.56 -4.11
H 2.43 7.30 -2.55
H 0.21 9.00 -4.63
H -3.18 6.50 -3.88
H -1.71 4.80 -2.87
H 1.36 3.22 -1.95
H -0.12 3.29 -2.91
```